Below is a 2-piece molecular cluster, C9H14O overall at a distorted geometry, with properties calculated with wB97M-V/def2-TZVPD.

```
! wB97M-V def2-TZVPD RIJCOSX def2/J DEFGRID3
* xyz 0 1
C -1.74930 -0.71994 1.46533
C -3.00667 -1.29624 2.07670
H -1.74377 -0.75552 0.38077
H -1.62911 0.33164 1.71167
H -0.89737 -1.27303 1.81877
H -2.98055 -1.16001 3.16123
H -3.09865 -2.34502 1.87792
H -3.87947 -0.73669 1.72015
C -0.66809 1.53599 -2.19146
C 0.96837 1.47757 -0.23743
C 0.48405 0.89616 -1.41655
C 2.00440 0.86306 0.45458
C 2.55821 -0.32185 -0.01855
C 1.03881 -0.30160 -1.87603
C 2.07940 -0.90694 -1.18418
O 3.59050 -0.91990 0.67195
H 0.51782 2.36171 0.08067
H 2.38950 1.32510 1.36893
H -1.37088 1.91601 -1.53631
H -1.20024 0.74623 -2.63133
H 0.64734 -0.76437 -2.75015
H 3.77791 -0.43176 1.50951
H 2.50776 -1.84092 -1.57395
H -0.33996 2.32032 -2.88221
*
```

molecular weight	138.2	g mol⁻¹
ΔE to the lowest compared entry with this formula, charge and spin	0.349	eV
LUMO	0.861	eV
frontier orbital gap	0.340	Ha
HOMO level	-8.39	eV

These are the Löwdin partial charges, in e, on atoms 1 to 2:
1. C -0.1805
2. C -0.1729

***

Below is a 2-piece molecular cluster, C6H10O overall, with properties calculated with wB97M-V/def2-TZVPD.

```
! wB97M-V def2-TZVPD RIJCOSX def2/J DEFGRID3
* xyz 0 1
C 0.22733 1.55967 1.44427
C 0.28892 0.65704 0.26204
O 1.38494 0.80032 -0.52717
C 1.51852 -0.46254 -1.25824
C 0.14324 -1.09779 -1.20623
C -0.47954 -1.77763 0.00564
C -0.55923 -0.30752 -0.15263
H 0.40496 2.59831 1.14644
H 1.00722 1.28761 2.16489
H -0.74999 1.48667 1.92445
H -3.12086 1.42169 0.51197
H 1.81288 -0.21603 -2.28032
H 2.32655 -1.02854 -0.77828
H -0.37116 -1.25923 -2.15308
H 0.16224 -2.15951 0.79817
H -1.35480 -2.39582 -0.18951
H -2.64123 0.89328 0.28759
*
```

molecular weight	98.1	g mol⁻¹
ΔE to the lowest compared entry with this formula, charge and spin	3.586	eV
LUMO	1.031	eV
frontier orbital gap	0.329	Ha
HOMO level	-7.93	eV

These are the Löwdin partial charges, in e, on atoms 1 to 2:
1. C -0.0069
2. C -0.3263

***

Below is C17H10F6IMnN3O6S2 as an isolated structure at a distorted geometry, with properties calculated with wB97M-V/def2-TZVPD.

```
! wB97M-V def2-TZVPD RIJCOSX def2/J DEFGRID3
* xyz 1 5
Mn -0.49211 0.65804 -0.82408
F 2.10162 2.14660 1.41748
C 3.19859 1.99728 0.51698
F 3.99998 3.08484 0.57945
F 3.92678 0.88227 0.85871
S 2.61710 1.64608 -1.25605
O 1.54046 0.49969 -1.12962
O 3.85465 1.33101 -1.91955
N 2.02505 3.10045 -1.75198
S 0.64641 3.80721 -1.56373
O 0.45344 4.63706 -2.75373
O -0.39233 2.81263 -1.06149
C 0.60309 4.97218 -0.03963
F -0.32587 5.91116 -0.31006
F 0.17994 4.27013 1.06277
F 1.82179 5.49066 0.23713
O -3.91180 -0.62085 -2.80707
C -2.78450 -0.46188 -2.31065
O -2.16222 0.65967 -1.95913
C -1.98246 -1.69508 -2.01328
C -2.39065 -2.93248 -2.62697
C -1.74364 -4.08467 -2.25588
C -0.61530 -3.99830 -1.33101
C 0.08113 -5.11394 -0.84586
C 1.18628 -4.93654 -0.08576
C 1.70741 -3.67813 0.22153
C 1.02239 -2.51831 -0.15200
C -0.19419 -2.69930 -0.86850
N -0.94797 -1.61003 -1.17857
H -3.32335 -2.96650 -3.17572
H -1.99689 -5.06834 -2.60332
H -0.23559 -6.14154 -1.07798
H 1.68769 -5.83435 0.29807
H 2.73138 -3.69336 0.66680
H 1.32972 -1.54455 0.22032
I -3.08917 3.00719 0.71219
C -1.82937 1.76565 1.89250
C -2.24036 1.59187 3.22032
C -1.42842 0.87493 4.07112
C -0.22905 0.41186 3.65694
C 0.05641 0.47606 2.27622
N -0.70895 1.14401 1.37723
H -3.28448 1.94417 3.42211
H -1.85210 0.64487 5.02138
H 0.51337 -0.08045 4.26202
H 0.87610 -0.08898 1.91031
*
```

molecular weight	712.2	g mol⁻¹
ΔE to the lowest compared entry with this formula, charge and spin	0.000	eV
LUMO (alpha / beta)	-7.930 / -4.521	eV
frontier orbital gap (alpha / beta)	0.164 / 0.290	Ha
HOMO level (alpha / beta)	-12.40 / -12.40	eV

These are the Löwdin partial charges, in e, on atoms 1 to 2:
1. Mn 1.0809
2. F 0.0568

***

Below is a 9-piece molecular cluster, C13H44N6O9 overall at a distorted geometry, with properties calculated with wB97M-V/def2-TZVPD.

```
! wB97M-V def2-TZVPD RIJCOSX def2/J DEFGRID3
* xyz 0 1
C -0.94348 3.62127 0.08766
O -0.69955 2.39451 -0.08285
N -0.21550 4.56526 -0.57068
N -1.79726 3.97755 1.14409
H 0.26616 4.28111 -1.43459
H -0.40605 5.53163 -0.46103
H -1.85750 4.86752 1.58475
H -2.41946 3.24133 1.51747
C -3.34713 -0.65995 -2.83042
O -4.42904 -0.65715 -3.36943
N -2.98821 0.13733 -1.83154
N -2.43803 -1.55737 -3.18156
H -3.64193 0.79145 -1.51558
H -2.08937 -0.01461 -1.41902
H -1.47568 -1.27270 -3.13607
H -2.69526 -1.85202 -4.13030
C 1.04263 2.84756 -3.99081
O 0.52308 3.20800 -2.94119
N 0.37984 2.21227 -5.06333
N 2.39466 2.91762 -4.17700
H 0.92375 1.79640 -5.81436
H -0.54490 1.86416 -4.89755
H 2.93372 3.57660 -3.60367
H 2.91902 2.42089 -4.89770
C 3.70250 2.54079 1.56500
O 4.75104 2.90979 2.46731
H 4.03562 1.56695 1.19901
H 2.72884 2.47175 2.06744
H 3.63458 3.28890 0.77069
H 4.55859 3.84012 2.57395
C 3.13232 -3.30791 1.16890
O 3.10470 -4.71319 1.21452
H 2.31194 -2.75185 1.70428
H 4.04827 -2.96158 1.70585
H 3.17816 -2.96510 0.14924
H 3.16487 -4.94199 2.16772
C -4.98670 0.10777 2.05855
C -3.46304 0.02418 2.09736
O -2.86191 1.22352 1.53610
H -5.26296 1.07051 2.50499
H -5.40875 -0.74793 2.63390
H -5.30805 -0.05466 1.02810
H -3.25946 -0.90823 1.57435
H -3.05604 0.03855 3.14622
H -2.08467 0.92133 1.06961
C 0.04177 -0.95211 0.08773
C 0.95510 -0.08810 -0.80375
O 0.17498 0.56959 -1.78566
H -0.54563 -0.23922 0.61727
H 0.57604 -1.55243 0.83761
H -0.55952 -1.55335 -0.56918
H 1.62223 -0.79455 -1.28800
H 1.59276 0.58507 -0.20951
H -0.20608 1.40122 -1.50018
C 0.67537 -4.98274 -0.98440
C 1.33079 -3.87383 -1.78542
O 0.69763 -3.69748 -3.04830
H 0.59960 -5.90235 -1.56603
H -0.32395 -4.64633 -0.66426
H 1.28401 -5.25410 -0.12126
H 2.39858 -3.97382 -1.91880
H 1.19541 -2.93194 -1.15952
H 0.29212 -4.56265 -3.24202
C 1.10861 0.24370 4.24974
C -0.28919 -0.29314 3.98721
O -0.35637 -1.61456 4.55947
H 1.89935 -0.45281 3.95443
H 1.20204 0.37825 5.32012
H 1.27988 1.18529 3.71253
H -0.39810 -0.27965 2.90546
H -1.05396 0.37706 4.43184
H -1.24784 -1.98540 4.59450
*
```

molecular weight	428.5	g mol⁻¹
ΔE to the lowest compared entry with this formula, charge and spin	2.299	eV
LUMO	0.422	eV
frontier orbital gap	0.355	Ha
HOMO level	-9.25	eV

These are the Löwdin partial charges, in e, on atoms 1 to 2:
1. C -0.5535
2. O -0.0290

***

Below is C4H4HgO5 as an isolated structure at a distorted geometry, with properties calculated with wB97M-V/def2-TZVPD.

```
! wB97M-V def2-TZVPD RIJCOSX def2/J DEFGRID3
* xyz 1 2
O 2.04226 -0.30632 0.24650
C 1.22394 -1.25369 -0.25807
C 1.62517 -0.05377 1.54712
O 0.56878 -1.10000 -1.25607
O 0.78217 -1.94852 0.81111
C 0.82824 -1.09093 1.90387
H 2.33025 0.49507 2.16320
H 0.75155 -1.57746 2.87154
H -1.64664 -0.09141 -0.15164
H -0.50526 1.62761 -0.41285
O -2.19102 0.55015 -0.77098
Hg -2.61459 0.88153 -3.59772
C -1.53217 1.65283 -1.01646
O -1.66268 2.21489 -2.07955
*
```

molecular weight	332.7	g mol⁻¹
ΔE to the lowest compared entry with this formula, charge and spin	0.957	eV
LUMO (alpha / beta)	-4.060 / -7.481	eV
frontier orbital gap (alpha / beta)	0.333 / 0.207	Ha
HOMO level (alpha / beta)	-13.12 / -13.12	eV

These are the Löwdin partial charges, in e, on atoms 1 to 2:
1. O 0.0866
2. C -0.5228

***

Below is a 5-piece molecular cluster, C17H46N4O9 overall at a distorted geometry, with properties calculated with wB97M-V/def2-TZVPD.

```
! wB97M-V def2-TZVPD RIJCOSX def2/J DEFGRID3
* xyz 0 1
C -10.74576 25.77275 -41.41975
O -10.27715 25.73898 -42.54677
N -9.91358 25.86174 -40.29947
N -12.08769 25.69950 -41.16659
H -10.29519 25.82103 -39.37042
H -9.15255 26.49978 -40.46424
H -12.46115 25.60924 -40.24043
H -12.67309 25.52671 -41.96278
C -6.29888 25.03805 -39.02889
O -5.17083 24.97950 -38.17568
C -5.11673 26.05564 -37.25871
C -5.78675 25.66264 -35.96868
N -5.74172 26.67322 -34.93739
C -6.48407 26.32561 -33.72838
C -5.69094 25.34813 -32.85202
O -6.32643 25.29973 -31.60041
C -6.15257 24.08640 -30.92432
H -6.53509 24.11142 -39.53626
H -6.06710 25.83472 -39.75347
H -7.19548 25.42478 -38.52490
H -5.53922 26.97678 -37.70011
H -4.06414 26.33417 -37.15284
H -5.27014 24.76400 -35.62098
H -6.83014 25.35387 -36.16983
H -5.97178 27.60752 -35.23538
H -7.40138 25.79923 -34.03426
H -6.68747 27.25433 -33.20557
H -4.65287 25.70193 -32.82153
H -5.68480 24.36594 -33.33488
H -6.40816 23.21887 -31.54658
H -6.81212 24.07210 -30.05696
H -5.12628 23.94267 -30.56163
C -1.69106 31.29629 -41.66130
O -2.02422 30.74265 -42.90500
C -2.02265 29.32385 -42.94602
C -1.90864 28.87822 -44.38165
N -0.67275 29.38351 -44.94010
C -0.56633 29.18318 -46.36720
C 0.73191 29.76167 -46.88398
O 0.95555 31.08932 -46.42021
C 0.03201 32.02335 -46.90890
H -2.08971 32.30556 -41.61080
H -0.59707 31.37174 -41.54078
H -2.03741 30.66445 -40.83543
H -2.95311 28.95779 -42.49732
H -1.15623 28.93504 -42.39746
H -2.78015 29.16019 -44.98685
H -1.80379 27.78918 -44.31704
H -0.53618 30.36693 -44.74008
H -1.44913 29.51589 -46.94472
H -0.55951 28.09866 -46.55155
H 0.77663 29.77176 -47.97910
H 1.56038 29.19754 -46.45926
H 0.33564 33.01516 -46.58039
H -0.98780 31.82410 -46.55271
H -0.00224 32.04823 -48.00949
C -6.84194 29.86763 -45.54132
C -6.70406 30.52473 -46.88787
O -5.37287 30.97161 -47.03019
O -6.76913 30.84632 -44.50900
H -6.06487 29.10659 -45.40810
H -7.81888 29.39136 -45.47446
H -7.44338 31.33685 -46.89500
H -6.98327 29.82909 -47.69030
H -5.26560 31.38066 -47.89252
H -5.86848 31.18735 -44.50515
C -6.97140 26.94791 -42.79006
C -5.49666 26.98430 -43.03789
O -4.70348 27.10476 -41.87986
O -7.48339 25.65999 -42.49527
H -7.52366 27.31146 -43.67028
H -7.26997 27.65718 -42.00263
H -5.28220 27.86671 -43.64706
H -5.23531 26.14960 -43.70323
H -4.79581 26.26841 -41.40773
H -8.43056 25.63997 -42.70173
*
```

molecular weight	450.6	g mol⁻¹
LUMO	0.384	eV
frontier orbital gap	0.328	Ha
HOMO level	-8.53	eV

These are the Löwdin partial charges, in e, on atoms 1 to 2:
1. C -0.6257
2. O 0.0297

***

> What is the molecular weight in the sixth record?

450.6 g mol⁻¹